1.
Molecular formula: C4H7N7O2
Method: DFT, ωB97M-V with the def2-TZVPD basis set

The geometry in ORCA input format:
```
! RIJCOSX wB97M-V def2-TZVPD def2/J DEFGRID3
* xyz 0 1
C 2.16502 -0.31998 0.55535
C 1.99539 1.00741 0.49707
C -1.66087 -1.43492 -0.43669
C -2.23799 0.82005 0.60249
N 1.11717 -2.17791 0.24506
N 0.88418 -0.86575 0.39450
N 3.06327 -1.27200 0.78048
N 2.37505 -2.36876 0.45698
N -0.04558 -0.00951 0.55810
N 1.65180 1.89623 -0.28874
N -1.28176 -0.19362 0.27802
O 1.08050 2.96618 -0.11939
O 2.06676 1.66180 -1.61394
H -1.12596 -2.20555 0.02341
H -2.80332 -1.62489 -0.23693
H -1.45401 -1.36774 -1.44213
H -2.78500 0.46128 1.53061
H -1.73802 1.82291 0.84918
H -2.99007 0.85111 -0.37071
H 1.72343 2.35367 -2.26272
*
```

LUMO level (alpha / beta): -1.347 / -1.150 eV
HOMO (alpha / beta): -0.2954 / -0.3044 hartree
Gap between HOMO and LUMO (alpha / beta): 6.69 / 7.13 eV

***

2.
Molecular formula: C4H7NO
Method: DFT, ωB97M-V with the def2-TZVPD basis set

The geometry in ORCA input format:
```
! RIJCOSX wB97M-V def2-TZVPD def2/J DEFGRID3
* xyz 0 1
C 0.93742 1.34016 -0.52732
N -0.01282 0.32410 -0.52485
C -0.73088 0.12542 0.67402
C -0.87239 -1.39439 0.33374
C 0.12405 -1.05299 -0.78544
O 0.77473 -1.63708 -1.60597
H 1.18896 1.23955 0.89931
H 1.66650 1.18328 -1.34694
H 0.50457 2.34232 -0.53953
H -1.58707 0.77224 0.88563
H 0.30533 0.62662 1.48922
H -0.48037 -2.05932 1.10111
H -1.81803 -1.80992 -0.05298
*
```

LUMO level: 0.833 eV
HOMO: -0.3618 hartree
Gap between HOMO and LUMO: 10.68 eV

***

3.
Molecular formula: C4H7NO
Method: DFT, ωB97M-V with the def2-TZVPD basis set

The geometry in ORCA input format:
```
! RIJCOSX wB97M-V def2-TZVPD def2/J DEFGRID3
* xyz 0 1
C 0.58212 1.27314 -1.82615
N 0.57346 0.48076 -0.61348
C -0.53291 0.32948 -0.02333
C -0.62201 -0.42685 1.26126
C 0.13765 -1.67247 1.43670
O 0.54802 -0.47285 2.05696
H 0.81482 2.31058 -1.56160
H -0.37627 1.26078 -2.36711
H 1.37476 0.92058 -2.49189
H -1.47963 0.74137 -0.41046
H -1.54848 -0.29420 1.82194
H -0.23694 -2.44624 2.10692
H 0.76540 -2.00409 0.61023
*
```

LUMO level: 1.140 eV
HOMO: -0.3625 hartree
Gap between HOMO and LUMO: 11.00 eV

***

4.
Molecular formula: C4H7NO
Method: DFT, ωB97M-V with the def2-TZVPD basis set

The geometry in ORCA input format:
```
! RIJCOSX wB97M-V def2-TZVPD def2/J DEFGRID3
* xyz 0 1
C -1.20283 -0.76665 0.21032
C -0.36611 0.45462 0.48215
O -0.79101 1.43118 1.07274
C 1.15374 0.30915 0.31472
C 1.65974 -0.65063 -0.66949
N 2.05904 -1.41372 -1.44255
H -2.24067 -0.50013 0.00329
H -0.82355 -1.45208 -0.55496
H -1.16156 -1.26648 1.18280
H 1.42148 -0.02774 1.32039
H 1.61280 1.28962 0.16381
H -0.54577 1.05172 -1.30584
H -0.77531 1.54116 -0.77737
*
```

LUMO level: 0.705 eV
HOMO: -0.3788 hartree
Gap between HOMO and LUMO: 11.01 eV

***

5.
Molecular formula: C4H7NO
Method: DFT, ωB97M-V with the def2-TZVPD basis set

The geometry in ORCA input format:
```
! RIJCOSX wB97M-V def2-TZVPD def2/J DEFGRID3
* xyz 0 1
O 1.10078 1.60601 0.38494
C -0.02036 1.01684 -0.23587
C 0.29010 -0.18726 -1.15658
N -0.68136 -1.05669 -0.43598
C -0.25706 -1.10281 0.96601
C -0.97675 0.07683 0.50111
H 1.81380 0.95209 0.41759
H -0.61551 1.82817 -0.65898
H 1.32510 -0.56249 -1.10086
H 0.03328 -0.08469 -2.21472
H 0.78853 -0.95040 1.23310
H -0.79099 -1.84438 1.54816
H -2.00957 0.30876 0.75207
*
```

LUMO level: 0.965 eV
HOMO: -0.3508 hartree
Gap between HOMO and LUMO: 10.51 eV

***

6.
Molecular formula: C4H7NO
Method: DFT, ωB97M-V with the def2-TZVPD basis set

The geometry in ORCA input format:
```
! RIJCOSX wB97M-V def2-TZVPD def2/J DEFGRID3
* xyz 0 1
N -0.91894 -1.42115 -0.36748
C -0.71956 -0.00618 -0.08652
C -0.45417 0.29401 1.35273
H -0.20393 -2.00817 0.05843
H -1.82126 -1.77319 -0.06074
H -1.39884 0.66959 -0.60602
H -0.73568 1.28916 1.70556
H -0.60000 -0.48736 2.09981
C 1.44302 0.82210 -1.32635
C 0.82525 0.38297 -0.22478
O 1.15153 0.31417 1.00863
H 0.96424 0.75833 -2.29454
H 2.46834 1.16572 -1.25875
*
```

LUMO level: 0.878 eV
HOMO: -0.3101 hartree
Gap between HOMO and LUMO: 9.32 eV

***

7.
Molecular formula: C4H7NO
Method: DFT, ωB97M-V with the def2-TZVPD basis set

The geometry in ORCA input format:
```
! RIJCOSX wB97M-V def2-TZVPD def2/J DEFGRID3
* xyz 0 1
O -0.03147 2.29388 0.03123
C 0.10913 1.17212 -0.68427
C 1.25297 -0.78487 -0.34726
N -0.11141 -1.20191 -0.37367
C -0.79944 -0.73702 0.80803
C -0.85804 0.08057 -0.43860
H -0.63953 2.18006 0.77993
H 1.17980 0.65736 -0.78297
H 1.81493 -1.09508 0.53557
H 1.77281 -1.01094 -1.28052
H -0.19846 -0.37826 1.64472
H -1.68488 -1.30512 1.08218
H -1.80642 0.12920 -0.97437
*
```

LUMO level: 0.524 eV
HOMO: -0.2761 hartree
Gap between HOMO and LUMO: 8.04 eV

***

8.
Molecular formula: C4H7NO
Method: DFT, ωB97M-V with the def2-TZVPD basis set

The geometry in ORCA input format:
```
! RIJCOSX wB97M-V def2-TZVPD def2/J DEFGRID3
* xyz 0 1
C -1.70018 0.54897 -0.76345
C -1.41612 -0.00170 0.60234
N -0.21983 -0.22015 1.04556
C 0.87257 0.23364 0.22556
C 2.02259 -0.73600 0.27671
O 1.01068 1.39281 -0.14125
H -1.93485 1.61252 -0.68182
H -2.52701 0.00148 -1.22290
H -0.75468 0.47135 -1.38490
H -2.27234 -0.39633 1.17575
H 2.77225 -0.44745 -0.46542
H 1.66772 -1.74760 0.06475
H 2.47918 -0.71154 1.26908
*
```

LUMO level: 0.611 eV
HOMO: -0.3559 hartree
Gap between HOMO and LUMO: 10.30 eV

***

9.
Molecular formula: C4H7NO
Method: DFT, ωB97M-V with the def2-TZVPD basis set

The geometry in ORCA input format:
```
! RIJCOSX wB97M-V def2-TZVPD def2/J DEFGRID3
* xyz 0 1
O 1.93848 0.74601 0.28068
C 0.87252 0.32535 -0.51532
C 0.30342 -1.08881 -0.10542
C -1.05336 -0.41724 0.02124
N -0.88890 0.57620 1.09395
C -0.50977 0.92568 -0.28085
H 1.92237 -0.00355 0.87756
H 1.15384 0.36685 -1.57468
H 0.62795 -1.53243 0.85524
H 0.43608 -1.83712 -0.88569
H -2.01546 -0.83528 -0.23376
H -1.79764 0.99682 1.27986
H -0.97493 1.75186 -0.80885
*
```

LUMO level: 1.060 eV
HOMO: -0.3415 hartree
Gap between HOMO and LUMO: 10.35 eV

***

10.
Molecular formula: C4H7NO
Method: DFT, ωB97M-V with the def2-TZVPD basis set

The geometry in ORCA input format:
```
! RIJCOSX wB97M-V def2-TZVPD def2/J DEFGRID3
* xyz 0 1
C 0.33267 0.64505 1.39668
C 0.58272 0.09396 0.00728
C -0.03882 -1.28473 -0.32162
C -0.87093 -0.53479 -1.37253
O -1.69334 -0.83557 -2.19916
N -0.29627 0.66389 -1.01544
H 0.73731 1.65772 1.49496
H -0.74539 0.69015 1.58794
H 0.80296 0.01049 2.15449
H 1.64153 0.16614 -0.26467
H 0.65409 -2.00023 -0.77416
H -0.60325 -1.76521 0.48020
H -0.15205 1.49878 -1.56544
*
```

LUMO level: 0.925 eV
HOMO: -0.3570 hartree
Gap between HOMO and LUMO: 10.64 eV

***

11.
Molecular formula: C4H7NO
Method: DFT, ωB97M-V with the def2-TZVPD basis set

The geometry in ORCA input format:
```
! RIJCOSX wB97M-V def2-TZVPD def2/J DEFGRID3
* xyz 0 1
C 0.73290 -0.51199 1.06255
C -0.92782 0.45090 0.22375
C -0.62432 1.30110 -0.90160
N -1.16313 -0.08992 -0.97516
C 0.29567 -0.95311 -0.63565
O 1.23347 -0.67154 -1.35886
H 0.13815 -0.93262 1.87858
H 1.07123 0.50777 1.26734
H 1.65588 -1.10593 0.98537
H -1.44638 0.43922 1.17906
H -1.29121 2.10913 -1.20333
H 0.41996 1.39501 -1.19579
H -0.16406 -1.92266 -0.43141
*
```

LUMO level: 0.267 eV
HOMO: -0.3296 hartree
Gap between HOMO and LUMO: 9.23 eV

***

12.
Molecular formula: C4H7NO
Method: DFT, ωB97M-V with the def2-TZVPD basis set

The geometry in ORCA input format:
```
! RIJCOSX wB97M-V def2-TZVPD def2/J DEFGRID3
* xyz 0 1
O -0.78098 2.25853 1.00548
N -1.11524 0.92540 1.19317
C -0.25800 0.20705 0.37534
C 0.75801 0.48041 -0.56587
C 0.80980 -0.95388 -1.03575
C -0.45411 -1.21078 -0.16196
H -1.19312 2.69216 1.76567
H 1.29883 1.37788 -0.83719
H 0.39235 0.17252 1.31480
H 0.63763 -1.10549 -2.10925
H 1.69918 -1.53349 -0.75221
H -1.36851 -1.28186 -0.75500
H -0.42582 -2.02846 0.56276
*
```

LUMO level (alpha / beta): 0.544 / 0.761 eV
HOMO (alpha / beta): -0.2910 / -0.2744 hartree
Gap between HOMO and LUMO (alpha / beta): 8.46 / 8.23 eV

***

Looking at E_tot for the records above, in order, we have -689.9904; -286.4922; -286.5339; -286.5205; -286.5222; -286.5176; -286.4115; -286.5866; -286.5217; -286.6046; -286.4062; -286.3930 Ha.